1.
C36H52BFN7RuS3Si | wB97M-V/def2-TZVPD

```
102
C36H52BFN7RuS3Si (wB97M-V/def2-TZVPD)
H 2.80 -2.59 -0.43
C -3.56 -2.40 0.15
H 5.31 1.42 2.11
N 1.44 0.12 -1.74
C -0.77 -0.51 4.60
C 3.74 0.73 -4.21
C 0.63 -1.91 3.02
H 3.45 -2.01 -4.43
C -5.82 1.75 -1.65
H 3.42 4.50 3.09
C -6.97 0.49 0.99
H 4.07 -3.84 2.07
N 0.46 1.85 0.22
H -4.58 2.26 2.16
H -0.35 -1.16 5.37
C 4.48 1.62 1.44
H 3.78 1.63 4.11
H 3.20 -2.90 3.28
H 3.67 -2.41 -2.71
H -6.81 -3.37 -1.65
H 2.49 4.89 1.00
N -0.10 -0.46 0.92
C -3.83 -3.73 -0.07
N 1.57 1.68 0.93
C -0.02 3.02 -0.18
H 4.93 3.61 3.27
H -4.93 2.21 -2.08
H 0.07 5.48 -1.54
H 3.42 1.74 -3.94
C 2.05 -3.35 1.46
N 0.10 0.12 -1.58
H 1.29 -4.62 3.08
C -0.77 -0.23 -2.52
H 1.48 -1.05 -4.87
B -0.38 0.58 -0.19
H -0.52 0.52 4.84
H 1.44 -3.71 -0.60
C 3.90 -1.67 -3.49
C 1.45 -4.65 2.00
C 2.26 2.75 1.24
N -4.14 -0.05 0.04
H -6.63 2.48 -1.67
H 3.93 -0.53 -0.99
S -1.73 1.19 2.11
H 3.81 -2.11 1.82
H -7.66 -0.04 0.34
C -5.90 -3.09 -1.14
C -5.62 -1.77 -0.89
C -4.44 -1.37 -0.24
C 0.24 5.51 -0.46
H 4.87 2.11 0.55
C 1.05 -0.72 -3.93
H -1.92 -1.89 -4.49
H 4.55 4.35 1.72
H 2.13 -5.48 1.80
C 3.36 -3.03 2.21
H -1.85 -0.59 4.61
Si -5.51 1.21 0.11
H 0.97 -2.51 3.85
H 0.96 6.30 -0.24
H 4.02 0.68 1.15
H -5.23 -5.12 -0.90
H 5.21 0.18 -1.99
C 1.09 -2.21 1.71
H 4.81 0.75 -4.39
C -4.81 2.59 1.14
C 4.12 3.83 2.57
H -3.12 -4.48 0.26
H 3.04 -4.33 -0.18
H -7.52 1.32 1.45
H 2.52 0.82 3.16
Ru -2.51 0.97 -0.09
C 3.46 2.51 2.16
C -0.30 -0.69 -3.78
H 0.50 -4.88 1.52
C 2.95 1.79 3.42
C 3.42 -0.27 -3.09
H -6.12 0.92 -2.29
H 3.82 1.16 -1.50
H 3.25 0.46 -5.15
C 1.88 4.02 0.76
H -3.93 3.09 0.73
H 4.98 -1.66 -3.63
C -1.26 -1.10 -4.84
S -2.45 -0.12 -2.17
H -1.89 -0.25 -5.13
N 0.72 -1.48 0.69
H -0.73 -1.45 -5.73
C 4.13 0.16 -1.81
S -1.60 2.95 -0.87
C 2.35 -3.50 -0.03
H 2.19 2.38 3.94
H -6.31 -1.01 -1.23
H -5.58 3.37 1.22
C 1.92 -0.29 -2.89
C 0.73 4.19 0.04
H -0.71 5.76 0.01
H -6.67 -0.18 1.79
F -2.42 -2.08 0.77
C -0.24 -0.88 3.25
C -0.63 -0.15 2.10
C -5.00 -4.08 -0.72
```

2S+1: 2
Maximum force (eV/A): 1.24
HOMO energy (spin up / spin down) (eV): -13.4 / -13.6
⟨S²⟩: 1.2174
Net charge: +2

=====

2.
C36H52F3NO24 | wB97M-V/def2-TZVPD

```
116
C36H52F3NO24 (wB97M-V/def2-TZVPD)
H 11.80 0.84 0.01
O -9.56 1.75 -4.31
C -6.87 3.18 -3.97
H -1.61 -2.92 -4.78
H 0.39 -4.21 2.07
O -8.33 0.50 -2.85
C -0.62 -3.12 0.02
H 6.16 1.88 2.47
H -1.64 -2.76 -2.10
H 2.93 3.08 2.91
O -4.98 4.45 -3.85
H -9.07 -0.93 -1.57
H 0.95 -1.61 2.19
O -0.11 1.20 5.36
C 7.30 1.12 6.54
C -1.80 -4.64 -6.08
O 1.89 1.97 0.33
C -5.66 3.43 -3.14
H -2.78 -4.82 -5.64
H 3.24 -1.30 0.72
H -6.81 -0.62 0.50
C 0.57 1.65 -0.22
C -8.41 -0.86 -2.45
H -1.09 0.91 1.28
O -1.04 -5.83 -6.01
H 7.92 0.23 6.64
H -2.10 1.25 -1.42
H 7.05 1.50 7.54
C -5.91 5.09 -4.61
H -8.21 -1.87 -4.35
H -2.00 -4.44 -1.29
C 1.76 1.02 2.64
C 4.68 1.02 0.13
C -7.51 -0.12 1.17
H 6.25 0.11 4.93
O -1.61 -2.96 0.93
C -0.88 1.82 0.54
C 1.25 -3.97 1.29
O 0.38 -6.66 -4.42
H -9.61 -2.40 -3.38
C 0.99 -1.48 1.03
O 0.52 1.19 -1.50
F -4.64 -0.79 -0.57
O 7.25 3.82 4.46
C -4.66 0.67 -0.25
H -0.34 3.32 4.73
H 4.99 -0.13 -0.01
C 7.04 2.78 5.07
H -6.70 2.43 -4.74
H -0.78 2.81 1.20
H 11.49 -0.36 -2.44
O 5.85 2.12 5.09
O 3.89 1.23 1.35
H -7.73 2.88 -3.37
C -9.24 0.67 -3.85
C -1.14 -3.64 -1.48
C 8.99 -0.41 -0.57
H 6.96 1.10 -0.27
O 9.52 -0.46 -1.83
N 0.87 -2.85 0.33
H 6.43 3.60 1.55
O 7.98 2.13 5.82
H 4.11 1.30 -0.87
C 6.08 0.87 5.71
H 1.07 3.31 2.68
H -2.39 3.04 -0.64
O -10.46 -0.95 2.65
O -7.11 4.43 -4.59
H 2.64 -2.87 2.80
C 2.45 0.87 1.13
C 10.79 0.15 -1.77
H 5.22 0.57 6.31
H 2.23 -0.61 -0.71
H 10.70 1.19 -2.08
C 1.88 2.61 3.16
H 11.69 -0.94 -0.13
H -5.03 2.54 -3.03
H -1.92 -4.32 -7.12
H 1.35 -4.96 0.63
C -7.12 -0.26 2.60
H -6.61 -1.20 2.81
F -5.91 1.44 -0.59
H -0.24 -3.15 -5.89
C 2.71 -3.76 2.02
O 9.93 0.00 0.34
O -8.78 -0.73 1.11
C -3.48 1.33 0.42
O -8.37 -0.26 3.27
C 0.35 2.38 4.92
C 6.11 1.86 0.09
H 7.77 2.28 1.58
H -5.90 3.81 -2.14
H -0.01 -0.90 0.73
O -0.32 -4.49 -4.35
H 6.03 2.72 -0.71
C -9.31 -0.67 2.37
H 0.62 0.76 2.65
H -7.60 0.93 0.86
H 3.56 -3.55 1.23
H -0.22 -4.12 -2.04
H 2.95 -4.72 2.68
C -0.27 -5.74 -4.89
H 2.41 0.40 3.38
C 2.29 -0.62 0.48
C -8.98 -1.54 -3.65
C -0.99 -3.67 -5.28
O -5.71 6.13 -5.22
C 6.59 2.44 1.54
O 7.84 -0.69 -0.29
O -9.76 -0.52 -4.26
H -7.42 -1.25 -2.18
C 11.18 0.01 -0.33
H -6.50 0.57 2.95
C -2.18 1.91 -0.45
F -3.58 1.44 1.91
O 1.80 2.56 4.66
```

Structure (SMILES): CCCO[C@](CCOC=O)(CCN(CC)C(C)=O)OC(=O)CCC(F)=C(F)F.O=C1OCCO1.O=C1OCCO1.O=C1OCCO1.O=C1OCCO1.O=C1OCCO1.O=C1OCCO1
Maximum force (eV/A): 8.87
HOMO energy (eV): -9.6

=====

3.
C36H52F42N10O29S14 | wB97M-V/def2-TZVPD

```
183
C36H52F42N10O29S14 (wB97M-V/def2-TZVPD)
C -1.15 -1.41 -1.78
F 6.84 2.69 -2.54
F -8.72 3.64 -1.38
F 0.69 -13.61 1.00
C -8.40 -2.02 -3.27
F -7.79 3.88 7.61
C -0.99 6.47 8.28
F 5.76 1.31 9.18
H -0.55 -2.85 1.53
F 2.23 -7.56 4.78
H 0.64 -2.00 0.60
C 1.15 -12.74 -7.43
O 9.43 1.15 9.79
C 0.19 8.36 -5.06
H -2.62 -1.66 2.38
C -7.76 3.51 -2.33
H -2.19 8.27 2.54
H 3.17 -10.89 -7.03
H 2.30 -8.07 -6.22
H -2.39 9.91 3.11
H -1.97 6.49 6.31
C -8.41 2.89 6.95
S 7.99 -1.55 8.14
C 0.23 -4.72 -10.47
C 3.01 -8.90 -6.27
N 1.43 -10.79 2.36
O 0.20 -7.04 -14.67
F 2.62 12.41 -4.73
H -0.65 0.72 2.66
O -7.11 2.02 -4.61
F -6.57 3.14 -1.72
H -2.61 0.11 -1.06
F 6.76 -1.66 5.83
H 0.60 8.74 6.85
F 11.87 5.92 -3.83
H -0.09 6.96 8.65
C 0.83 -0.70 4.77
N -8.50 0.88 -2.76
F 10.81 6.27 -1.95
O -0.50 10.99 -4.56
H 0.64 -13.43 -8.10
C 11.75 5.62 -2.56
F 7.90 1.88 -4.27
H -0.50 -3.35 -1.02
C 2.56 -10.01 -7.22
H -1.35 0.73 -2.02
F 8.09 -3.43 6.14
S -0.09 10.20 -5.70
O -2.08 -6.96 -13.89
N -8.21 0.26 5.82
H -3.25 6.26 8.69
N 2.95 -9.66 -8.65
H -0.14 -1.32 -2.16
F 12.92 5.93 -2.00
F -0.98 -12.40 1.76
O 2.36 -11.26 0.11
C -1.54 -0.01 -1.24
H 0.75 -10.48 -6.00
H -2.06 -2.90 -0.38
F 1.60 -4.50 -10.37
C -2.31 6.70 9.04
H -1.30 1.31 0.59
H 0.42 -9.56 -7.36
O -1.13 10.04 -6.67
H 0.98 -1.38 5.60
F -7.89 -2.71 4.52
H 3.90 -9.34 -8.74
H 0.61 0.28 5.20
F -1.55 -9.70 -12.47
C -0.21 -0.25 2.45
O -10.62 -0.54 -3.30
H 3.04 -9.22 -5.23
S 11.54 3.73 -2.43
F -8.75 3.38 5.78
H -2.38 6.32 10.05
N 8.14 -0.07 7.98
H -3.90 8.68 4.95
C -2.92 8.44 4.54
F 1.59 -9.59 5.31
N 1.22 10.58 -6.39
C -0.25 9.30 7.24
F -7.58 4.66 -2.95
F -8.91 -2.32 -2.09
F 3.45 13.06 -6.72
F -1.00 7.93 -4.63
O -6.56 1.15 7.93
H -1.96 8.71 9.53
F -9.86 -1.91 4.90
O 6.68 -1.95 8.70
H -1.85 10.12 5.33
H -3.69 8.30 9.42
O -1.76 -4.79 -12.24
H 0.83 -12.96 -6.41
C -2.87 8.94 3.07
C -0.89 0.41 0.13
C 2.27 -8.85 4.39
O -9.05 -0.92 7.81
H 0.77 -0.16 1.98
F -8.68 -2.86 -4.24
C -1.13 6.97 6.80
S 9.61 2.33 -2.21
H -0.34 10.33 6.90
S -0.36 -5.24 -12.23
C -8.76 -2.36 5.52
C -2.53 -0.95 1.56
C 6.82 1.80 9.75
H -3.15 -1.22 0.71
F 1.02 8.27 -4.05
C -2.71 8.16 8.96
H -1.22 -1.25 4.19
H -0.31 6.82 6.10
F 2.14 14.34 -5.55
F -1.19 -9.87 -14.50
S -8.30 2.11 -3.71
C -1.74 9.03 5.30
F 3.54 -9.15 4.24
F 7.47 0.60 -2.47
H -2.89 0.01 1.94
S -0.70 -7.31 -13.57
O 0.62 -11.48 -7.86
F -9.04 -3.47 6.21
H -3.50 8.15 7.07
F 6.51 1.98 11.01
F 0.68 7.60 -6.02
N -1.48 8.48 6.77
O 0.49 -4.60 -13.22
S -8.09 -0.97 6.75
H -3.87 8.80 2.65
F -9.55 2.55 7.55
C -0.23 -1.13 3.75
H 2.76 -10.50 -9.18
S 1.38 -9.07 2.68
H -2.99 9.83 7.52
C -0.44 -2.14 0.71
O 9.36 2.54 -0.77
O 2.17 -8.31 1.78
O 9.18 -2.21 8.70
C -2.75 8.76 7.56
N -1.05 -0.77 1.24
H -2.88 7.35 4.46
O 1.37 12.33 -8.19
F -0.43 -3.57 -10.17
N 9.89 3.58 -2.88
H -0.80 9.07 4.75
S -9.29 -0.33 -3.77
C 0.00 -12.53 0.84
O 0.06 -8.55 2.90
O 7.96 -0.49 10.71
H -0.74 5.41 8.32
H 2.23 -12.90 -7.45
C 1.05 -10.38 -7.04
C 7.89 1.82 -2.95
H 2.26 -9.04 -9.04
C -1.08 -2.51 -0.65
C 2.42 13.08 -5.88
H 3.98 -8.50 -6.58
S 1.15 -10.86 0.86
F -7.11 -1.72 -3.21
H -1.72 -1.79 -2.63
S 0.96 12.24 -6.81
C 8.01 -2.12 6.29
C -0.72 -9.25 -13.43
O -6.75 -1.40 7.10
F -0.17 -5.58 -9.52
O -9.59 2.62 -4.29
O -6.24 1.92 5.73
S -7.21 1.43 6.67
H 0.03 -2.16 3.49
H -0.14 9.29 8.32
F 0.49 -9.76 -13.17
N -0.16 -6.75 -12.05
O 10.39 1.21 -2.60
O 12.06 3.31 -1.12
O -0.34 12.87 -6.60
O 12.34 3.22 -3.48
F -0.61 -12.63 -0.39
H 0.18 0.58 0.00
S 8.21 0.43 9.65
O -9.22 -0.14 -5.23
F 7.20 2.94 9.07
H 1.80 -0.68 4.27
O 0.23 -9.84 0.27
F 8.97 -1.36 5.72
```

Maximum force (eV/A): 9.78
HOMO energy (eV): -3.6
Net charge: -4

=====

> The lowest maximum force belongs to which entry?

C36H52BFN7RuS3Si

=====

> Look up the maximum force of the first one.

1.24 eV/A

=====

> The highest maximum force belongs to which entry?

C36H52F42N10O29S14

=====

> Which of these has the highest maximum force?

C36H52F42N10O29S14